# C30H34Br27Cl2FN2O4P2S2

C30H34Br27Cl2FN2O4P2S2 as an isolated structure at a distorted geometry (ωB97M-V/def2-TZVPD, the Open Molecules 2025 dataset).

Summary:
HOMO-LUMO gap in hartree: 0.298
HOMO level in eV: -8.43
DFT total energy in Ha: -73571.5346
Energy above the lowest of the compared OMol25 structures with the same formula, charge and spin in kJ/mol: 0.0

```
104
Properties=species:S:1:pos:R:3:forces:R:3
C 4.327 -2.624 2.646 0.2 0.1 -0.8
C 4.731 -3.015 1.417 -0.4 0.2 -0.2
C 4.726 -2.122 0.213 1.1 1.2 0.3
C 5.877 -1.495 -0.331 0.1 0.3 1.2
C 7.230 -1.690 0.330 0.1 0.7 -0.4
C 8.019 -0.362 0.469 -0.4 -0.4 0.3
C 7.188 0.789 1.091 0.7 0.4 0.2
C 6.955 1.970 0.139 -0.8 -0.1 -0.4
S 6.976 3.571 0.973 1.5 1.6 1.2
O 7.035 3.433 2.399 -1.0 -0.7 -0.2
O 8.040 4.392 0.468 -0.4 -0.5 -1.0
O 5.584 4.308 0.607 0.2 -0.9 0.0
C 5.810 -0.658 -1.438 -0.7 0.2 -0.2
C 4.584 -0.480 -2.050 0.5 -0.2 0.6
F 4.487 0.314 -3.125 -0.1 -0.1 0.0
C 3.449 -1.081 -1.537 -1.7 0.1 -0.3
C 3.473 -1.880 -0.401 1.4 -0.2 0.6
N 2.315 -2.494 0.182 0.1 0.3 -2.3
P 1.989 -4.097 -0.382 -0.9 -1.6 2.3
N 1.431 -4.964 0.804 0.1 0.0 -0.6
C 1.145 -1.668 0.149 -0.7 0.1 0.6
C 0.304 -1.727 1.254 0.1 -0.1 0.0
C -0.848 -0.956 1.350 -0.2 0.4 0.1
C -1.770 -1.055 2.557 -0.3 -0.7 0.1
Cl -1.006 -2.007 3.908 0.1 0.3 -0.1
C -3.110 -1.804 2.225 0.5 -0.8 -0.1
C -3.023 -2.673 0.951 -0.7 0.3 0.3
C -1.182 -0.090 0.286 0.9 0.5 0.6
P -2.670 0.999 0.137 -0.7 -0.7 -1.0
O -3.200 1.366 1.645 0.9 0.2 0.0
Cl -1.851 2.806 -0.503 0.1 -0.4 0.5
C -0.333 -0.057 -0.824 -0.4 0.2 -0.4
C 0.805 -0.835 -0.912 0.8 -0.4 0.1
S 1.874 -0.786 -2.338 0.0 0.0 0.1
H 3.581 -3.205 3.184 1.2 -0.6 0.8
H 4.807 -1.743 3.076 -1.4 0.8 -0.3
H 5.034 -4.057 1.267 -1.6 -0.3 -0.7
H 7.137 -2.124 1.323 -0.2 -0.1 -0.2
H 7.815 -2.366 -0.308 0.0 -0.1 0.3
H 8.839 -0.568 1.165 0.1 0.0 -0.3
H 8.462 -0.095 -0.495 -0.1 0.2 0.2
H 6.247 0.439 1.527 0.0 0.0 -0.2
H 7.759 1.184 1.937 -0.1 -0.1 -0.1
H 5.992 1.894 -0.382 0.1 -0.1 0.2
H 7.701 2.037 -0.658 0.1 0.1 0.3
H 5.153 3.850 -0.130 0.0 0.2 0.0
H 6.662 -0.130 -1.852 0.1 -0.2 0.1
H 0.987 -4.047 -1.375 0.5 0.7 -0.2
H 3.172 -4.686 -0.869 0.0 0.8 -0.5
H 2.035 -5.755 0.997 -0.1 0.1 0.3
H 0.584 -2.413 2.045 -0.1 0.1 -0.1
H -1.945 -0.071 2.992 0.1 -0.2 -0.2
H -3.295 -2.514 3.035 -0.1 0.4 0.1
H -3.974 -1.133 2.209 0.1 0.0 -0.2
H -3.146 -2.035 0.071 0.3 -0.3 -0.1
H -3.849 -3.392 0.936 0.0 0.2 0.1
H -2.104 -3.263 0.931 0.0 0.2 -0.1
H -3.992 0.856 1.864 0.0 0.1 -0.1
H -0.582 0.578 -1.671 0.1 0.0 0.2
C -4.370 2.453 5.141 0.0 0.1 -0.1
Br -6.066 2.765 4.278 0.1 0.0 0.0
Br -3.697 0.691 4.750 -0.2 0.0 0.3
Br -3.084 3.812 4.699 0.0 -0.2 0.0
H -4.540 2.504 6.207 0.0 0.0 0.0
C 6.364 -4.587 -3.390 -0.1 -0.2 0.1
Br 5.713 -3.815 -1.734 0.4 -1.1 -1.3
Br 6.764 -3.207 -4.673 0.0 0.0 0.1
Br 7.871 -5.754 -3.098 -0.1 0.1 0.0
H 5.571 -5.191 -3.808 0.0 0.0 0.0
C -4.362 7.957 3.750 0.0 0.0 0.0
Br -4.008 7.285 5.522 -0.1 0.1 -0.1
Br -4.818 6.544 2.523 0.0 0.1 0.0
Br -5.701 9.343 3.771 0.0 -0.1 0.0
H -3.446 8.406 3.392 0.0 0.0 0.0
C -6.226 3.079 -1.785 -0.2 0.0 -0.1
Br -6.186 1.649 -3.074 0.0 0.0 0.1
Br -5.545 2.516 -0.075 -0.3 0.3 0.0
Br -5.316 4.650 -2.419 -0.1 -0.1 0.0
H -7.265 3.347 -1.642 0.0 0.0 0.0
C -7.145 -3.668 -0.177 0.0 0.0 0.0
Br -5.906 -4.701 -1.228 0.0 0.0 0.1
Br -7.559 -4.534 1.493 0.1 0.0 -0.1
Br -6.518 -1.868 0.094 0.0 0.1 -0.1
H -8.065 -3.603 -0.740 0.0 0.0 0.0
C 8.337 -4.303 4.061 0.0 -0.3 -0.1
Br 6.832 -4.227 2.845 1.0 -0.3 1.0
Br 9.894 -3.461 3.296 -0.1 0.0 0.0
Br 7.884 -3.551 5.772 0.0 0.0 -0.1
H 8.584 -5.343 4.224 0.0 0.0 0.0
C -10.657 2.549 -2.607 0.0 0.0 0.0
Br -10.632 1.119 -3.894 0.0 0.0 0.0
Br -9.970 1.982 -0.896 0.1 0.0 -0.1
Br -9.745 4.116 -3.262 0.0 -0.1 0.1
H -11.691 2.825 -2.456 0.0 0.0 0.0
C -2.518 7.276 -3.834 0.1 0.0 0.0
Br -2.090 6.457 -2.143 0.0 0.0 -0.1
Br -3.041 5.972 -5.155 0.0 0.1 0.1
Br -3.842 8.661 -3.638 0.0 -0.1 0.0
H -1.615 7.747 -4.195 0.0 0.0 0.0
C -11.334 -0.942 -7.929 0.0 0.0 0.0
Br -12.107 0.818 -8.050 0.0 -0.1 0.0
Br -9.472 -0.866 -7.446 -0.1 0.0 0.0
Br -12.331 -2.078 -6.734 0.0 0.1 0.0
H -11.391 -1.385 -8.913 0.0 0.0 0.0
```
Positions in Å, forces in eV/Å.

Atom charges from the Mulliken analysis, given in e for atoms 1 to 6: number 1, C, carries -0.966; number 2, C, carries -1.290; number 3, C, carries -0.247; number 4, C, carries 1.673; number 5, C, carries -0.421; number 6, C, carries -1.035

# Li2O4SSr3

Li2O4SSr3 as an isolated structure at a distorted geometry (ωB97M-V/def2-TZVPD, the Open Molecules 2025 dataset).

Summary:
HOMO-LUMO gap (alpha / beta) in hartree: 0.139 / 0.408
Expectation value of S²: 0.75
Charge: +5
HOMO level (alpha / beta) in eV: -20.02 / -27.53
DFT total energy in Ha: -804.3481
Spin multiplicity: 2

```
10
Properties=species:S:1:pos:R:3:forces:R:3
Sr -6.353 -2.446 -0.143 -0.1 0.6 0.3
Sr -9.005 -4.588 -5.425 -0.9 -0.3 -0.6
Sr -4.311 -0.651 -4.588 0.2 0.6 0.1
Li -5.147 -5.661 -1.432 0.5 -0.7 -0.2
Li -3.776 -4.678 -5.193 0.6 -0.5 -0.1
S -5.711 -4.169 -3.640 0.5 8.2 1.0
O -4.919 -5.290 -3.573 3.8 -6.4 -3.4
O -6.866 -4.109 -4.505 -2.5 -1.7 0.2
O -5.737 -3.937 -2.187 -3.3 1.6 3.0
O -4.994 -2.917 -4.178 1.1 -1.3 -0.4
```
Positions in Å, forces in eV/Å.

Atom charges from the natural (NBO) analysis, given in e for atoms 1 to 6: number 1, Sr, carries 1.336; number 2, Sr, carries 1.968; number 3, Sr, carries 1.740; number 4, Li, carries 0.969; number 5, Li, carries 0.980; number 6, S, carries 2.658

# C5H12NOS

A 2-piece molecular cluster, C5H12NOS overall at a distorted geometry (ωB97M-V/def2-TZVPD, the Open Molecules 2025 dataset).

Summary:
HOMO-LUMO gap (alpha / beta) in hartree: 0.227 / 0.227
Charge: -1
HOMO level (alpha / beta) in eV: -2.54 / -2.54
DFT total energy in Ha: -725.7757
Energy above the lowest of the compared OMol25 structures with the same formula, charge and spin in kJ/mol: 469.6

```
20
Properties=species:S:1:pos:R:3:forces:R:3
C 1.930 -0.693 -0.556 0.6 -2.1 -0.7
C 0.817 1.492 -1.215 4.6 -1.8 0.2
C 0.424 0.370 1.055 0.3 0.2 1.8
C -3.401 -0.989 0.228 1.8 -1.1 0.3
C 0.673 0.141 -0.420 0.9 1.7 -0.5
N -0.442 -0.552 -1.164 0.1 -2.5 0.6
O -0.450 -1.766 -0.874 -0.8 1.8 -0.6
S -2.766 0.689 -0.044 0.0 0.3 0.1
H 2.273 -0.638 -1.620 -0.1 -0.1 0.7
H 2.874 -0.381 0.110 -2.5 -1.0 -1.2
H 1.392 -1.778 -0.490 2.3 2.0 0.7
H 1.511 1.385 -2.155 -1.6 -0.2 1.4
H 1.406 2.205 -0.625 -0.5 0.1 0.2
H -0.111 1.802 -1.464 -3.0 1.4 -0.8
H 0.156 1.390 1.208 -0.6 0.8 0.1
H -0.314 -0.205 1.631 -0.1 -0.2 -1.0
H 1.335 0.267 1.685 0.0 -0.1 -0.7
H -2.798 -1.504 1.091 -1.4 0.9 -1.1
H -3.007 -1.564 -0.671 -1.2 0.3 0.9
H -4.511 -1.001 0.410 1.2 -0.3 -0.3
```
Positions in Å, forces in eV/Å.

Atom charges from the natural (NBO) analysis, given in e for atoms 1 to 6: number 1, C, carries -0.656; number 2, C, carries -0.589; number 3, C, carries -0.610; number 4, C, carries -0.773; number 5, C, carries -0.017; number 6, N, carries 0.139

# C4H8O2

A single C4H8O2 molecule (ωB97M-V/def2-TZVPD, the Open Molecules 2025 dataset).

Summary:
HOMO-LUMO gap in hartree: 0.370
HOMO level in eV: -9.17
DFT total energy in Ha: -307.5142
Energy above the lowest of the compared OMol25 structures with the same formula, charge and spin in kJ/mol: 520.5

```
14
Properties=species:S:1:pos:R:3:forces:R:3
C 1.520 0.800 0.157 0.0 0.1 0.0
C 0.673 -0.437 -0.087 0.3 0.0 -0.1
O 0.014 -0.874 1.092 0.1 -0.1 0.0
C -1.308 -0.442 0.789 -0.3 0.1 0.0
C -1.106 -0.333 -0.723 -0.2 -0.4 0.1
O -1.337 0.777 -1.412 -0.1 0.0 0.0
H 0.902 1.640 0.490 0.1 -0.1 0.0
H 2.247 0.574 0.944 -0.1 0.0 -0.1
H 2.067 1.103 -0.743 -0.1 -0.1 0.1
H 1.224 -1.250 -0.569 -0.1 0.1 0.1
H -1.533 0.544 1.214 0.0 -0.1 0.0
H -2.054 -1.174 1.114 0.1 0.1 -0.1
H -1.189 -1.304 -1.240 0.0 0.2 0.0
H -0.119 0.379 -1.027 0.2 0.1 0.0
```
Positions in Å, forces in eV/Å.

Atom charges from the natural (NBO) analysis, given in e for atoms 1 to 6: number 1, C, carries -0.667; number 2, C, carries -0.043; number 3, O, carries -0.517; number 4, C, carries -0.115; number 5, C, carries 0.156; number 6, O, carries -0.743

# C8H7N3

A 2-piece molecular cluster, C8H7N3 overall at a distorted geometry (ωB97M-V/def2-TZVPD, the Open Molecules 2025 dataset).

Summary:
HOMO-LUMO gap (alpha / beta) in hartree: 0.306 / 0.306
HOMO level (alpha / beta) in eV: -8.70 / -8.70
DFT total energy in Ha: -473.1112
Energy above the lowest of the compared OMol25 structures with the same formula, charge and spin in kJ/mol: 572.0

```
18
Properties=species:S:1:pos:R:3:forces:R:3
C -2.902 0.109 0.698 -2.6 1.5 0.4
C 1.943 2.419 0.279 -0.2 -1.2 -1.2
C 0.776 2.847 0.885 2.6 -1.9 -0.2
C 1.935 1.107 -0.292 -0.9 2.9 0.7
C -0.125 0.915 0.410 -2.1 -2.5 -0.9
C -1.321 -1.998 0.340 -4.9 -1.6 0.2
C -1.593 -1.467 -1.011 -1.1 -0.1 -3.2
C -1.891 -0.680 0.186 3.2 3.4 -0.2
N -3.760 0.842 1.011 1.5 -1.3 -0.3
N -0.155 1.980 1.161 -2.7 -1.6 -0.8
N 0.805 0.441 -0.410 -1.1 -0.2 1.6
H 2.762 3.101 0.204 0.5 0.0 -0.1
H 0.773 3.727 1.398 -0.3 2.6 1.0
H 2.752 0.636 -0.711 1.9 -0.5 -0.9
H -2.053 -2.711 0.786 1.0 0.2 -0.4
H -0.358 -2.048 0.563 4.0 -0.5 1.3
H -0.721 -1.191 -1.572 0.8 0.6 0.4
H -2.258 -1.815 -1.899 0.2 0.3 2.5
```
Positions in Å, forces in eV/Å.

Atom charges from the natural (NBO) analysis, given in e for atoms 1 to 6: number 1, C, carries 0.236; number 2, C, carries -0.311; number 3, C, carries 0.087; number 4, C, carries 0.099; number 5, C, carries 0.509; number 6, C, carries -0.403

# C3H6N2S2

C3H6N2S2 as an isolated structure at a distorted geometry (ωB97M-V/def2-TZVPD, the Open Molecules 2025 dataset).

Summary:
HOMO-LUMO gap in hartree: 0.286
HOMO level in eV: -8.88
DFT total energy in Ha: -1023.4717
Energy above the lowest of the compared OMol25 structures with the same formula, charge and spin in kJ/mol: 869.6

```
13
Properties=species:S:1:pos:R:3:forces:R:3
C -0.906 1.834 0.125 -0.4 -0.4 1.0
C 0.239 -0.260 0.382 2.0 2.0 2.9
C 1.402 -0.967 1.146 2.0 0.5 1.4
H -0.032 3.139 0.124 -3.2 -3.9 -0.5
H -2.300 2.018 1.182 3.5 -0.2 -2.7
H -1.371 1.121 -0.975 1.0 3.4 3.2
H -0.225 0.087 -1.491 0.0 2.3 -1.5
H 0.107 -2.588 -1.872 0.8 -0.9 -0.5
H 2.122 -0.285 2.079 -3.0 -1.8 -3.0
N -0.012 0.917 0.872 -1.1 0.4 -1.0
N -0.108 -0.622 -0.863 -0.2 -3.0 -0.4
S -0.960 -1.970 -1.458 -0.5 0.2 0.9
S 2.045 -2.423 0.749 -0.8 1.3 0.2
```
Positions in Å, forces in eV/Å.

Atom charges from the natural (NBO) analysis, given in e for atoms 1 to 6: number 1, C, carries -0.449; number 2, C, carries 0.320; number 3, C, carries -0.317; number 4, H, carries 0.272; number 5, H, carries 0.192; number 6, H, carries 0.186

Q: What is the DFT total energy in the second record?
A: -804.3481 Ha

Q: The highest DFT total energy belongs to which entry?
A: C4H8O2

Q: The highest DFT total energy belongs to which entry?
A: C4H8O2

Q: Which formula does entry 6 have?
A: C3H6N2S2